[1]
Formula: C31H47IrNO3P2S
Source: the OMol25 dataset
Level of theory: ωB97M-V with the def2-TZVPD basis set

Geometry as XYZ:
```
86
Properties=species:S:1:pos:R:3:forces:R:3:lowdin_spin:R:1
Ir 1.0464 2.4293 -0.1192 0.12 -1.69 -1.69 1.64
C 1.2671 0.9063 3.0676 0.73 -0.75 0.37 0.07
C 2.4146 1.3934 2.4462 -1.15 0.53 -0.08 0.22
C 0.5800 2.7297 1.8184 0.91 -0.87 2.46 0.15
C 0.1467 1.6620 2.7343 0.69 0.74 0.16 0.30
C 2.0344 2.6203 1.7313 -0.37 -0.59 1.36 0.17
C 1.2765 -0.0976 4.1696 -0.13 -0.35 0.31 0.00
H 2.1294 -0.7962 4.1299 -0.32 0.29 -0.05 0.00
H 0.3311 -0.6708 4.2686 0.61 0.30 -0.10 0.00
H 1.3734 0.4857 5.1069 0.00 -0.38 -0.21 0.00
C -1.0584 1.7133 3.5603 -0.98 -0.22 0.36 0.05
H -1.2668 0.7644 4.0751 0.14 0.26 -0.31 0.00
H -1.9472 1.9837 2.9907 -0.10 -0.03 0.00 0.01
H -0.9490 2.4659 4.3613 0.16 0.01 -0.25 0.02
C -0.1960 3.9394 1.5377 -0.72 0.62 0.51 0.07
H 0.2101 4.8030 2.0646 0.06 0.28 -0.36 0.01
H -1.2329 3.8061 1.8723 0.20 0.05 -0.37 0.00
H -0.1940 4.1031 0.4393 -0.37 0.85 -0.12 0.03
C 2.9357 3.7449 1.3592 0.44 -0.11 -0.68 0.07
H 2.6265 4.6911 1.8237 0.14 -0.17 -0.33 0.00
H 2.8592 3.8163 0.2359 0.42 0.72 0.32 0.03
H 4.0032 3.5386 1.5734 -0.65 0.07 -0.07 0.00
C 3.7699 0.8246 2.5758 0.49 -0.23 -0.04 0.04
H 4.3184 1.2641 3.4220 -0.02 0.01 -0.24 0.01
H 4.3405 0.9832 1.6532 0.13 0.02 0.21 0.00
H 3.7382 -0.2587 2.7721 -0.03 0.43 -0.05 0.00
C -0.3838 -1.8498 0.4237 0.98 0.98 0.27 0.01
C 0.7821 -2.4435 0.7533 0.05 1.34 0.59 0.01
C 2.2024 -1.9017 0.4884 0.17 -1.62 -1.79 0.00
C 2.4825 -1.0472 -0.8169 0.57 -1.48 1.29 -0.01
C 2.3358 0.3973 -0.9794 -1.36 2.18 -1.28 -0.05
C 1.1289 0.9397 -1.5450 0.99 -2.18 -0.48 0.12
C -0.0720 -0.0529 -1.7206 0.39 0.40 -1.20 0.10
C -0.7834 -1.1830 -0.8689 -0.99 0.84 0.13 0.02
H 2.8031 -2.7865 0.1890 0.00 0.24 0.84 0.00
H 1.9112 -1.5323 -1.6222 0.03 0.12 0.16 0.00
H 2.6640 -1.4579 1.3993 -0.65 -0.28 -0.63 0.00
H -0.9294 -2.0394 -1.5690 0.13 0.62 0.33 0.00
H -1.1269 -1.6267 1.2029 -0.44 -1.59 -0.15 0.00
H 0.7098 -3.2605 1.4875 0.33 0.92 0.37 0.00
H -1.8234 -0.8068 -0.6895 0.84 -0.20 -0.12 0.00
H -0.8238 0.5926 -2.1947 -0.28 -0.31 0.35 0.00
H 1.2582 1.5724 -2.4767 -0.14 -0.17 1.11 0.03
H 0.2345 -0.7120 -2.5743 0.45 0.46 0.02 0.04
H 3.5516 -1.2513 -1.0341 -0.52 0.16 0.10 0.00
H 3.2748 0.9673 -1.0450 -0.57 -0.14 -0.12 0.00
P -0.0690 -0.5851 -4.6524 -0.87 -1.38 -2.54 0.39
P 0.1475 2.3491 -4.6518 -0.27 0.26 -3.89 0.18
C -0.1690 0.0976 -6.3859 0.57 0.09 0.66 0.06
C -0.5797 1.5314 -6.2486 -0.45 0.18 0.98 -0.01
H -0.8682 -0.5144 -6.9692 0.17 0.03 0.17 0.01
H 0.8240 0.0139 -6.8149 0.19 -0.07 -0.12 0.00
H -0.2994 2.1303 -7.1244 -0.19 -0.05 0.35 0.00
H -1.6593 1.5680 -6.0967 -0.13 0.21 -0.24 0.00
C -0.6293 3.9452 -5.1949 -0.27 0.57 0.88 0.05
H -0.2498 4.7919 -4.6152 -0.01 -0.07 -0.11 0.00
H -1.7036 3.8764 -4.9834 0.17 0.06 -0.12 0.00
H -0.4872 4.1443 -6.2725 0.11 -0.27 0.57 0.01
C 1.8085 2.5710 -5.4629 0.63 -0.04 0.62 0.02
H 1.7285 2.7181 -6.5626 -0.09 -0.01 0.82 0.00
H 2.4202 1.6737 -5.2632 -0.09 0.36 -0.17 0.00
H 2.3313 3.4323 -5.0073 -0.15 -0.40 -0.26 0.00
C -1.7517 -1.2942 -4.5588 -0.66 0.22 1.13 0.03
H -1.9171 -1.7600 -3.5693 0.02 0.16 -0.46 0.00
H -1.9156 -2.0666 -5.3380 0.33 0.57 0.32 0.01
H -2.5015 -0.4865 -4.6578 0.32 -0.41 -0.03 0.00
C 0.9238 -2.0813 -4.9679 1.01 -0.30 0.82 0.06
H 1.8345 -1.7926 -5.5266 -0.47 -0.20 0.22 0.00
H 0.3495 -2.8472 -5.5293 0.24 0.58 0.31 0.01
H 1.2645 -2.5095 -4.0024 -0.22 -0.01 -0.57 0.00
O -2.2085 -1.5611 7.3622 0.30 -0.07 -0.28 0.00
S -1.6716 -2.3408 6.2740 -1.17 -0.07 -1.22 0.00
O -0.5731 -3.2236 6.5533 0.24 0.11 0.05 0.00
N -1.4133 -1.4584 4.9442 0.58 1.51 -0.68 0.00
C -2.2266 -1.6376 3.8799 0.29 -0.47 0.94 0.00
O -2.2853 -0.9723 2.8194 0.41 -0.59 0.77 0.00
C -3.1118 -2.8119 4.1709 -0.83 -0.64 0.01 0.00
C -4.0509 -3.4107 3.3351 -0.34 0.35 -0.04 0.00
C -4.8994 -4.4002 3.8293 0.87 -0.68 0.97 0.00
C -4.7216 -4.8568 5.1678 -0.67 0.55 -0.34 0.00
C -3.8021 -4.2359 6.0226 0.35 -0.28 -0.31 0.00
C -2.9772 -3.2540 5.4774 -0.67 -0.52 0.37 0.00
H -4.1484 -3.0346 2.3195 -0.03 -0.09 0.10 0.00
H -5.6291 -4.9017 3.1906 0.19 0.28 0.18 0.00
H -5.3916 -5.6366 5.5583 0.41 0.36 -0.21 0.00
H -3.6747 -4.5329 7.0737 -0.17 0.07 -0.59 0.00
```
Positions in Å, forces in eV/Å.

Properties
Gap between HOMO and LUMO (alpha / beta)   5.30 / 2.19 eV
Lowest unoccupied orbital energy (alpha / beta)   -4.031 / -7.124 eV
2S+1   5
Net charge   +1
ΔE to the lowest compared entry with this formula, charge and spin   841.4 kJ/mol

[2]
Formula: C2H4N2O2
Source: the OMol25 dataset
Level of theory: ωB97M-V with the def2-TZVPD basis set

Geometry as XYZ:
```
10
Properties=species:S:1:pos:R:3:forces:R:3:lowdin_spin:R:1
C -0.9134 0.2252 -0.6182 0.57 1.76 -1.68 1.20
C 1.9411 -0.1423 -0.0250 1.54 1.57 1.25 0.01
N -1.5151 -0.3592 0.3789 -3.30 -3.78 5.01 0.34
N 1.4538 -1.2152 -0.1020 -2.24 -2.83 -1.40 0.05
O -0.6420 1.4892 -0.3178 0.85 1.96 -1.13 0.30
O 2.5468 0.8106 0.2523 0.13 0.88 -0.42 0.00
H -1.9084 -1.2951 0.3219 0.18 0.56 -0.36 0.02
H -1.7508 0.0541 1.3305 1.01 -0.23 -2.21 0.03
H 0.2380 1.7649 -0.6079 0.04 0.04 0.22 0.02
H 0.5499 -1.3324 -0.6127 1.22 0.08 0.71 0.02
```
Positions in Å, forces in eV/Å.

Properties
Gap between HOMO and LUMO (alpha / beta)   6.39 / 9.30 eV
Lowest unoccupied orbital energy (alpha / beta)   0.772 / -1.360 eV
2S+1   3
ΔE to the lowest compared entry with this formula, charge and spin   93.8 kJ/mol